[1]
A 7-piece molecular cluster, C42H86FNO21S overall at a distorted geometry. Source: OMol25; level of theory: ωB97M-V/def2-TZVPD.

E_HOMO (eV): -10.4
SMILES: CCCCCCCCCCCCCCCCCCN(O)S(=O)(=O)F.CCOC(=O)OC.CCOC(=O)OC.CCOC(=O)OC.CCOC(=O)OC.CCOC(=O)OC.CCOC(=O)OC
Kohn-Sham gap (eV): 10.73
Charge: 0
LUMO level (eV): 0.4

Each line ends with the Löwdin charge.
Atoms and positions in Å:
C1 1.6898 -1.0882 5.9655  -0.109
C2 2.7996 -1.3883 4.9682  -0.248
C3 2.3694 -0.9960 3.5535  -0.237
C4 3.2929 -1.6213 2.5137  -0.195
C5 2.8916 -1.3755 1.0516  -0.191
C6 1.4020 -1.4808 0.7735  -0.236
C7 0.8947 -2.9124 0.8390  -0.197
C8 -0.5808 -3.0367 0.4999  -0.187
C9 -1.4589 -2.1580 1.4000  -0.208
C10 -2.6499 -2.8533 2.0467  -0.193
C11 -3.0883 -2.0895 3.3115  -0.205
C12 -4.5988 -2.0093 3.5179  -0.191
C13 -5.2610 -0.8265 2.7940  -0.190
C14 -4.4631 -0.2816 1.6155  -0.188
C15 -3.3722 0.7330 2.0130  -0.214
C16 -3.5203 2.1010 1.3615  -0.184
C17 -2.4561 3.0279 1.9555  -0.176
C18 -1.0540 2.6449 1.5058  -0.164
N1 -0.4273 1.5917 2.3406  -0.203
O1 0.6550 1.0110 1.6338  -0.061
S1 0.1965 2.0882 3.8172  0.634
O2 -0.8806 2.3059 4.7010  -0.216
O3 1.1921 1.1858 4.2300  -0.250
F1 0.9113 3.4677 3.6293  -0.123
H1 1.9352 -1.4267 6.9659  0.066
H2 0.7725 -1.5600 5.6329  0.071
H3 1.5334 -0.0146 6.0256  0.052
H4 3.7132 -0.8624 5.2339  0.110
H5 3.0266 -2.4526 4.9553  0.097
H6 2.3909 0.0867 3.4648  0.082
H7 1.3681 -1.3935 3.4106  0.102
H8 3.4390 -2.6818 2.6974  0.099
H9 4.2748 -1.1725 2.6575  0.113
H10 3.4240 -2.1125 0.4517  0.101
H11 3.2900 -0.4092 0.7530  0.108
H12 1.2285 -1.1291 -0.2451  0.122
H13 0.8572 -0.8253 1.4449  0.045
H14 1.1270 -3.3784 1.7948  0.120
H15 1.4589 -3.4699 0.0910  0.112
H16 -0.7271 -2.7725 -0.5447  0.111
H17 -0.8737 -4.0735 0.6346  0.105
H18 -1.7791 -1.2563 0.8834  0.095
H19 -0.8277 -1.8102 2.2181  0.103
H20 -2.3743 -3.8688 2.3134  0.110
H21 -3.4950 -2.8985 1.3667  0.103
H22 -2.6853 -2.6540 4.1496  0.110
H23 -2.6131 -1.1150 3.3584  0.088
H24 -5.0486 -2.9656 3.2693  0.107
H25 -4.7653 -1.8741 4.5837  0.101
H26 -6.2173 -1.1682 2.4030  0.102
H27 -5.5109 -0.0398 3.4970  0.108
H28 -4.0460 -1.0726 1.0045  0.088
H29 -5.1686 0.2408 0.9709  0.106
H30 -3.3353 0.8275 3.0919  0.116
H31 -2.4265 0.3181 1.6743  0.066
H32 -3.3730 2.0213 0.2882  0.117
H33 -4.5207 2.4713 1.5629  0.113
H34 -2.6679 4.0380 1.6122  0.113
H35 -2.5314 3.0232 3.0361  0.098
H36 -0.4004 3.5124 1.4354  0.093
H37 -1.1254 2.2255 0.5084  0.126
H38 0.2576 0.2924 1.1250  0.060
C19 6.7173 -6.6780 -0.3106  -0.065
C20 5.5087 -7.1217 0.4845  -0.210
O4 5.8021 -7.2522 1.8848  0.039
C21 5.8795 -6.1084 2.5605  -0.615
O5 5.7081 -5.0042 2.1138  0.117
O6 6.1849 -6.3940 3.8255  0.008
C22 6.3697 -5.2461 4.6591  -0.034
H39 7.5562 -7.3519 -0.1338  0.082
H40 6.4865 -6.6759 -1.3757  0.080
H41 7.0288 -5.6752 -0.0231  0.073
H42 5.1939 -8.1141 0.1690  0.122
H43 4.6658 -6.4451 0.3461  0.122
H44 5.5084 -4.5840 4.6089  0.089
H45 7.2697 -4.7083 4.3665  0.099
H46 6.4835 -5.6209 5.6716  0.093
C23 3.5766 0.1245 -2.9654  -0.059
C24 3.3161 -1.3603 -3.0904  -0.201
O7 2.0637 -1.6197 -3.7468  0.027
C25 2.0635 -1.4602 -5.0679  -0.633
O8 3.0048 -1.1504 -5.7487  0.132
O9 0.8267 -1.6974 -5.5107  -0.025
C26 0.6610 -1.4802 -6.9165  -0.025
H47 2.7352 0.6132 -2.4718  0.074
H48 4.4801 0.3058 -2.3839  0.083
H49 3.6982 0.5849 -3.9445  0.076
H50 3.2273 -1.7970 -2.0971  0.108
H51 4.1280 -1.8697 -3.6080  0.127
H52 1.3926 -2.0461 -7.4881  0.096
H53 0.7438 -0.4197 -7.1463  0.098
H54 -0.3383 -1.8275 -7.1602  0.096
C27 0.9904 -4.7960 -4.8878  -0.044
C28 1.9712 -5.4629 -5.8261  -0.198
O10 1.7580 -6.8817 -5.9209  0.041
C29 0.7265 -7.2520 -6.6742  -0.615
O11 -0.0051 -6.5221 -7.2909  0.121
O12 0.6434 -8.5826 -6.6359  0.005
C30 -0.4689 -9.1236 -7.3527  -0.040
H55 1.0158 -5.2736 -3.9069  0.088
H56 1.2309 -3.7430 -4.7734  0.048
H57 -0.0294 -4.8719 -5.2625  0.084
H58 2.9862 -5.3541 -5.4486  0.124
H59 1.9400 -5.0203 -6.8217  0.123
H60 -0.4837 -8.7648 -8.3789  0.095
H61 -1.4015 -8.8643 -6.8546  0.098
H62 -0.3407 -10.2016 -7.3445  0.092
C31 0.5632 6.3151 1.4537  -0.061
C32 1.6130 5.7377 0.5297  -0.200
O13 1.4741 6.2158 -0.8183  0.005
C33 1.9104 7.4629 -1.0186  -0.607
O14 2.4082 8.1788 -0.1912  0.132
O15 1.6987 7.7807 -2.2937  -0.006
C34 2.0581 9.1234 -2.6353  -0.028
H63 -0.4384 6.1333 1.0573  0.080
H64 0.6365 5.8590 2.4408  0.071
H65 0.6726 7.3930 1.5556  0.078
H66 1.4956 4.6567 0.4573  0.113
H67 2.6199 5.9337 0.8955  0.129
H68 3.0851 9.3362 -2.3500  0.096
H69 1.3833 9.8281 -2.1531  0.099
H70 1.9544 9.1995 -3.7132  0.095
C35 -6.1843 5.4994 6.4264  -0.064
C36 -5.4280 5.4982 5.1157  -0.210
O16 -6.0157 4.6046 4.1564  0.032
C37 -7.1269 5.0431 3.5706  -0.616
O17 -7.6632 6.1026 3.7604  0.125
O18 -7.5556 4.0916 2.7395  0.000
C38 -8.8018 4.3857 2.1020  -0.038
H71 -6.2724 4.4839 6.8139  0.083
H72 -5.6633 6.1129 7.1609  0.081
H73 -7.1904 5.8947 6.2978  0.074
H74 -4.4171 5.1259 5.2702  0.120
H75 -5.3505 6.5008 4.6961  0.124
H76 -8.7672 5.3513 1.6036  0.095
H77 -9.6110 4.3694 2.8297  0.099
H78 -8.9595 3.6016 1.3676  0.092
C39 0.8335 4.9711 -3.4487  -0.065
C40 0.2528 3.5754 -3.4097  -0.198
O19 -1.0210 3.4904 -4.0729  0.041
C41 -0.9733 3.4649 -5.4016  -0.615
O20 0.0190 3.4733 -6.0813  0.123
O21 -2.2267 3.4194 -5.8580  0.004
C42 -2.3347 3.4551 -7.2830  -0.040
H79 0.1244 5.6904 -3.0473  0.080
H80 1.7451 5.0098 -2.8639  0.073
H81 1.0656 5.2688 -4.4711  0.083
H82 0.0513 3.2845 -2.3792  0.116
H83 0.9369 2.8400 -3.8332  0.119
H84 -1.7279 2.6773 -7.7401  0.093
H85 -2.0339 4.4309 -7.6604  0.098
H86 -3.3818 3.2841 -7.5131  0.092

[2]
A 10-piece molecular cluster, C42H87Cl6F9N4O6 overall at a distorted geometry. Source: OMol25; level of theory: ωB97M-V/def2-TZVPD.

E_HOMO (eV): -8.3
SMILES: CCOC(=O)C(F)(F)F.CCOC(=O)C(F)(F)F.CCOC(=O)C(F)(F)F.CCN(CC)CC.CCN(CC)CC.CCN(CC)CC.CCN(CC)CC.ClCCCl.ClCCCl.ClCCCl
Kohn-Sham gap (eV): 8.71
Charge: 0
LUMO level (eV): 0.4

Each line ends with the Löwdin charge.
Atoms and positions in Å:
C1 -20.8253 12.1045 -12.6104  -0.049
C2 -20.2659 10.7807 -12.2394  -0.189
O1 -19.4130 10.2138 -13.2273  0.061
C3 -18.1448 10.4303 -13.0015  -0.408
O2 -17.6266 11.1624 -12.1973  0.126
C4 -17.3073 9.5245 -13.9525  -0.522
F1 -17.9601 9.3082 -15.1200  0.155
F2 -16.1191 10.0935 -14.2312  0.151
F3 -17.0657 8.3673 -13.3595  0.186
H1 -21.3099 12.1436 -13.5450  0.082
H2 -20.1438 12.9338 -12.5013  0.072
H3 -21.5496 12.3893 -11.8464  0.047
H4 -21.0942 10.0793 -12.1672  0.132
H5 -19.8119 10.7852 -11.2460  0.124
C5 -19.8872 19.0816 -3.3045  -0.056
C6 -20.4138 19.3808 -4.6918  -0.157
O3 -19.9852 18.2023 -5.4470  0.021
C7 -20.1158 18.2434 -6.7420  -0.470
O4 -20.4505 19.1070 -7.4456  0.213
C8 -19.7268 16.8915 -7.3049  -0.543
F4 -19.9787 15.8468 -6.4949  0.141
F5 -20.2058 16.6416 -8.4685  0.186
F6 -18.3448 16.9125 -7.4502  0.094
H6 -20.3957 18.1758 -2.9860  0.083
H7 -20.0958 19.7860 -2.5229  0.077
H8 -18.8227 18.8708 -3.2791  0.060
H9 -19.9664 20.3338 -4.9807  0.130
H10 -21.4791 19.4081 -4.7785  0.125
C9 -15.7073 14.6651 -13.5616  -0.058
C10 -16.6981 13.5956 -13.8726  -0.200
O5 -17.1678 13.9510 -15.1889  0.063
C11 -18.2709 13.2908 -15.4943  -0.398
O6 -18.8779 12.4552 -14.9135  0.184
C12 -18.7663 13.6836 -16.8874  -0.547
F7 -19.9795 14.2834 -16.6413  0.121
F8 -18.0300 14.5522 -17.5627  0.182
F9 -18.9521 12.6388 -17.6521  0.202
H11 -16.1926 15.6355 -13.4664  0.083
H12 -14.9182 14.7899 -14.3117  0.089
H13 -15.1825 14.4056 -12.6415  0.075
H14 -17.5337 13.6642 -13.1434  0.122
H15 -16.2679 12.5971 -13.8715  0.117
C13 -20.8633 9.0010 -2.4586  -0.076
C14 -19.4394 9.5315 -2.5750  -0.274
N1 -18.6249 8.6867 -3.4101  -0.198
C15 -17.9077 9.4886 -4.3654  -0.268
C16 -18.9144 10.0603 -5.3942  -0.094
C17 -17.7115 7.8797 -2.6170  -0.290
C18 -18.2520 6.7836 -1.7294  -0.098
H16 -20.9246 7.9372 -2.1668  0.071
H17 -21.3562 9.0714 -3.4217  0.059
H18 -21.4306 9.5986 -1.7269  0.075
H19 -19.4428 10.5450 -2.9301  0.100
H20 -18.9940 9.6227 -1.5933  0.109
H21 -17.3493 10.3157 -3.8721  0.121
H22 -17.1304 8.8796 -4.8148  0.103
H23 -18.4327 10.2371 -6.3691  0.043
H24 -19.7045 9.2911 -5.4594  0.081
H25 -19.2837 11.0284 -5.1169  0.041
H26 -17.0843 8.5058 -1.9504  0.119
H27 -17.0101 7.3756 -3.2585  0.105
H28 -17.4210 6.2915 -1.2292  0.071
H29 -18.7543 6.0693 -2.4094  0.086
H30 -18.9167 7.1335 -0.9320  0.068
C19 -15.8998 15.9275 -4.3645  -0.075
C20 -16.4550 17.3500 -4.3461  -0.264
N2 -15.8019 18.1838 -5.3651  -0.187
C21 -14.3404 18.4068 -5.0728  -0.239
C22 -13.9889 18.7543 -3.6518  -0.097
C23 -16.5614 19.3848 -5.5511  -0.283
C24 -16.1519 20.2424 -6.7556  -0.067
H31 -14.8805 15.8734 -4.0505  0.051
H32 -16.0716 15.3781 -5.3024  0.060
H33 -16.5069 15.4077 -3.5955  0.086
H34 -17.5412 17.2671 -4.4338  0.095
H35 -16.3526 17.8241 -3.3182  0.124
H36 -13.8206 17.4854 -5.3686  0.101
H37 -13.9723 19.1844 -5.7693  0.105
H38 -14.5502 19.6373 -3.3171  0.080
H39 -13.9723 17.8572 -3.0197  0.073
H40 -12.9249 19.0412 -3.6633  0.081
H41 -16.5731 20.0222 -4.6247  0.121
H42 -17.6185 19.0769 -5.6174  0.090
H43 -15.1949 20.7329 -6.6646  0.061
H44 -16.9402 20.9656 -6.9798  0.073
H45 -16.1525 19.5899 -7.6448  0.063
C25 -22.5954 13.3256 -6.8880  -0.072
C26 -21.5993 13.0767 -8.0218  -0.308
N3 -22.0311 12.2759 -9.1109  -0.194
C27 -22.6752 11.0107 -8.7344  -0.249
C28 -21.8200 10.0641 -7.8735  -0.080
C29 -23.0200 13.0119 -9.9205  -0.255
C30 -22.4655 14.3264 -10.5035  -0.085
H46 -23.4230 13.9498 -7.2675  0.072
H47 -22.1218 13.9418 -6.1042  0.074
H48 -23.0917 12.4796 -6.4030  0.068
H49 -21.1660 14.0272 -8.3456  0.093
H50 -20.7380 12.5533 -7.5777  0.065
H51 -23.6282 11.2081 -8.1949  0.116
H52 -22.8725 10.5790 -9.7369  0.115
H53 -21.6266 10.4362 -6.8608  0.054
H54 -22.3507 9.0807 -7.7401  0.093
H55 -20.8382 9.9192 -8.2761  0.056
H56 -23.9395 13.1782 -9.3428  0.112
H57 -23.2998 12.3150 -10.7035  0.095
H58 -22.9831 14.5929 -11.4265  0.075
H59 -21.4392 14.2149 -10.7703  0.042
H60 -22.6869 15.1673 -9.8461  0.068
C31 -18.7419 18.3673 -11.0330  -0.056
C32 -19.8114 17.3749 -11.5844  -0.264
N4 -20.9917 17.9960 -12.2263  -0.190
C33 -21.3965 17.1154 -13.2830  -0.283
C34 -20.4940 17.2244 -14.5142  -0.068
C35 -22.0654 18.2170 -11.3069  -0.268
C36 -23.0816 19.2311 -11.8216  -0.074
H61 -19.2066 19.0830 -10.3511  0.067
H62 -18.1985 18.9176 -11.8085  0.075
H63 -18.0363 17.7793 -10.4994  0.015
H64 -19.3415 16.7036 -12.3398  0.092
H65 -20.1503 16.7239 -10.7768  0.061
H66 -21.3831 16.0317 -12.9189  0.119
H67 -22.4320 17.2795 -13.5944  0.110
H68 -20.5901 16.2829 -15.0640  0.060
H69 -20.7915 18.0242 -15.1567  0.063
H70 -19.4448 17.3324 -14.2245  0.067
H71 -21.5826 18.6112 -10.4095  0.112
H72 -22.5587 17.2652 -11.0633  0.104
H73 -23.6474 18.8953 -12.6645  0.053
H74 -22.6022 20.1803 -12.0364  0.078
H75 -23.8356 19.3721 -11.0650  0.064
Cl1 -12.2116 12.9814 -4.5369  0.561
C37 -13.7054 12.2829 -5.1825  -0.694
C38 -13.5066 11.5969 -6.4936  -0.652
Cl2 -15.0387 10.8967 -7.0683  0.591
H76 -14.4731 13.0814 -5.2466  0.065
H77 -14.0643 11.6004 -4.4105  0.066
H78 -12.7410 10.8518 -6.5204  0.068
H79 -13.2709 12.3430 -7.2376  0.034
Cl3 -18.1390 13.0773 -7.1417  0.609
C39 -17.5687 12.6662 -8.7646  -0.673
C40 -18.4142 13.2344 -9.8686  -0.632
Cl4 -18.0091 14.9381 -10.0762  0.694
H80 -17.5492 11.5683 -8.8258  0.071
H81 -16.5378 13.0362 -8.8310  0.024
H82 -19.4750 13.0413 -9.7159  0.052
H83 -18.0862 12.6356 -10.7434  0.051
Cl5 -13.8679 14.4707 -9.3496  0.531
C41 -14.5899 15.3534 -7.9355  -0.647
C42 -15.1823 16.6581 -8.3681  -0.644
Cl6 -13.8468 17.7924 -8.8575  0.527
H84 -13.8482 15.5015 -7.1674  0.058
H85 -15.4087 14.6728 -7.5610  0.059
H86 -15.6588 17.1498 -7.4976  0.042
H87 -15.8582 16.5451 -9.2398  0.035